The following is a quantum chemistry calculation of a structure of composition C4H11N3O at a distorted geometry, from OMol25.

Calculated values
Frontier orbital gap = 8.66 eV
E_LUMO = 0.452 eV
E_HOMO = -8.209 eV
Calculated total energy = -10840.1986 eV

```
! RIJCOSX wB97M-V def2-TZVPD def2/J DEFGRID3
* xyz 0 1
C 0.63504 0.30782 -0.20894
C 0.53659 1.65630 0.41945
C 1.31365 0.25058 -1.53790
N -1.42042 -0.29276 0.95682
C -0.35046 -0.78027 0.12786
N 1.13516 -1.13060 0.88330
N -2.72336 -0.30440 0.39650
O -0.63135 -1.64278 -0.76557
H -1.43211 -0.53208 1.93943
H 0.84298 -1.71681 1.65584
H 1.83891 -1.68069 0.40505
H -2.92987 -1.23629 0.02681
H -2.73214 0.33008 -0.40005
H -0.27913 2.19371 -0.07720
H 0.74664 0.85496 -2.25230
H 1.46322 2.21987 0.31969
H 0.26570 1.58496 1.47124
H 1.40857 -0.76822 -1.90215
H 2.31237 0.68663 -1.45790
*
```

Mulliken analysis output, partial charges in e:
1 C 0.94
2 C -1.31
3 C -1.35
4 N -0.06
5 C 0.52
6 N -0.71
7 N -0.70
8 O -0.79
9 H 0.23
10 H 0.29
11 H 0.23
12 H 0.29
13 H 0.26
14 H 0.30
15 H 0.35
16 H 0.40
17 H 0.36
18 H 0.37
19 H 0.38


The following is a quantum chemistry calculation of a cluster of 2 separate species, C4H11N3O in total at a distorted geometry, from OMol25.

Calculated values
Frontier orbital gap (spin up / spin down) = 10.27 / 6.59 eV
E_LUMO (spin up / spin down) = -3.527 / -7.209 eV
E_HOMO (spin up / spin down) = -13.795 / -13.797 eV
Calculated total energy = -10836.4446 eV

```
! RIJCOSX wB97M-V def2-TZVPD def2/J DEFGRID3
* xyz 1 2
C -0.21389 0.66836 -1.92503
C 0.55178 1.36373 -0.82116
N -0.11825 2.39119 -0.15641
O 1.67191 1.03778 -0.50867
H -0.59807 1.41996 -2.61577
H -1.04897 0.10167 -1.52569
H 0.47998 0.02487 -2.45714
H -0.69496 2.92721 -0.79726
H 0.55494 3.00950 0.29656
C -0.78927 -1.23903 0.97351
C 0.57965 -1.35427 0.99032
N 1.14385 -2.63585 0.97029
N -1.49988 -0.08946 1.07967
H -1.39740 -2.13088 0.85563
H 1.23056 -0.47942 0.99466
H 2.01840 -2.59337 1.49138
H 1.44662 -2.81638 0.00799
H -0.98185 0.67929 1.51140
H -2.33514 -0.28489 1.63571
*
```

Mulliken analysis output, partial charges in e:
1 C -1.01
2 C 0.57
3 N -0.44
4 O -0.60
5 H 0.43
6 H 0.29
7 H 0.29
8 H 0.25
9 H 0.28
10 C -0.03
11 C -0.25
12 N -0.51
13 N -0.31
14 H 0.37
15 H 0.38
16 H 0.35
17 H 0.32
18 H 0.29
19 H 0.34


> The lowest calculated total energy belongs to which entry?

number 1


Copy entry 1 word for word.
The following is a quantum chemistry calculation of a structure of composition C4H11N3O at a distorted geometry, from OMol25.

Calculated values
Frontier orbital gap = 8.66 eV
E_LUMO = 0.452 eV
E_HOMO = -8.209 eV
Calculated total energy = -10840.1986 eV

```
! RIJCOSX wB97M-V def2-TZVPD def2/J DEFGRID3
* xyz 0 1
C 0.63504 0.30782 -0.20894
C 0.53659 1.65630 0.41945
C 1.31365 0.25058 -1.53790
N -1.42042 -0.29276 0.95682
C -0.35046 -0.78027 0.12786
N 1.13516 -1.13060 0.88330
N -2.72336 -0.30440 0.39650
O -0.63135 -1.64278 -0.76557
H -1.43211 -0.53208 1.93943
H 0.84298 -1.71681 1.65584
H 1.83891 -1.68069 0.40505
H -2.92987 -1.23629 0.02681
H -2.73214 0.33008 -0.40005
H -0.27913 2.19371 -0.07720
H 0.74664 0.85496 -2.25230
H 1.46322 2.21987 0.31969
H 0.26570 1.58496 1.47124
H 1.40857 -0.76822 -1.90215
H 2.31237 0.68663 -1.45790
*
```

Mulliken analysis output, partial charges in e:
1 C 0.94
2 C -1.31
3 C -1.35
4 N -0.06
5 C 0.52
6 N -0.71
7 N -0.70
8 O -0.79
9 H 0.23
10 H 0.29
11 H 0.23
12 H 0.29
13 H 0.26
14 H 0.30
15 H 0.35
16 H 0.40
17 H 0.36
18 H 0.37
19 H 0.38